DFT (the ωB97M-V functional and the def2-TZVPD basis) results for 10 unconnected molecules or ions with the total composition C53H104IN2O12S3.

* HOMO: -9.55 eV
* total charge: +1
* energy relative to the best compared isomer or geometry (same formula, charge and spin): 0.0 kcal per mole
* electronic energy: -4586.1595 hartree
* gap between HOMO and LUMO: 0.214 Eh
* largest force on an atom: 1.82 eV Å⁻¹

Last column: Löwdin charge in e.
Cartesian coordinates (Å):
C1 2.030971 -0.277152 5.777056  -0.040
C2 1.139016 -0.985028 4.744327  -0.206
O1 0.220695 -0.132963 4.084505  -0.113
C3 0.563382 0.498734 2.842343  -0.328
C4 1.226266 -0.428303 1.837467  -0.081
C5 2.756430 -0.518569 1.653415  -0.123
C6 3.673155 -0.345721 2.842150  -0.252
O2 4.987679 -0.289339 2.312216  -0.178
C7 5.981028 -0.532568 3.287423  -0.092
C8 1.152212 1.876080 3.220605  -0.135
C9 1.623613 2.989105 2.250074  -0.124
C10 2.751950 2.691417 1.257247  -0.227
C11 2.239846 2.288914 -0.121069  -0.513
S1 3.490385 2.601432 -1.393930  0.888
C12 2.361987 2.426963 -2.795627  -1.057
S2 1.520642 3.765005 -3.233793  0.677
N1 2.216844 1.211713 -3.399321  -0.167
C13 2.170724 1.245662 -4.887140  -0.214
C14 0.883857 0.679383 -5.499578  -0.077
C15 3.016847 0.077658 -2.899377  -0.241
C16 2.449010 -1.252357 -3.404716  -0.071
N2 -0.073870 2.439340 3.861882  0.175
C17 -1.192669 1.938007 3.464593  -0.219
C18 -2.416697 2.452569 4.173722  -0.629
I1 -3.483159 0.882687 5.186178  1.029
C19 -3.376302 3.387624 3.428633  -0.283
C20 -4.058581 2.868534 2.157851  -0.101
C21 -0.918994 0.887856 2.392996  -0.519
S3 -1.097421 1.709792 0.766097  0.959
C22 -1.900394 -0.295295 2.366063  -0.231
C23 -1.911291 -1.187094 1.122713  -0.201
C24 -2.697121 -2.477890 1.434260  -0.143
C25 -2.010407 -3.401822 2.437476  -0.233
O3 -0.607964 -3.273649 2.358619  -0.204
C26 0.022213 -4.171698 3.250072  -0.091
H1 3.084549 -0.294491 5.516880  0.057
H2 1.691434 0.743947 5.941336  0.067
H3 1.937650 -0.775921 6.740339  0.080
H4 0.521229 -1.697759 5.288645  0.122
H5 1.732228 -1.586327 4.059252  0.100
H6 0.806719 -0.248042 0.850130  0.096
H7 0.874311 -1.424769 2.101278  0.110
H8 2.964133 -1.514844 1.260754  0.134
H9 3.114200 0.154371 0.878496  0.083
H10 3.506151 0.579681 3.403738  0.108
H11 3.624784 -1.186577 3.538460  0.112
H12 5.722054 -0.091498 4.252264  0.086
H13 6.152868 -1.604601 3.395106  0.093
H14 6.906513 -0.070203 2.955147  0.092
H15 1.926592 1.848083 3.981355  0.138
H16 2.003241 3.772548 2.911379  0.124
H17 0.801284 3.451614 1.713953  0.080
H18 3.287454 3.631267 1.109882  0.110
H19 3.489094 1.994050 1.649131  0.098
H20 1.382035 2.909802 -0.378520  0.045
H21 1.928855 1.248647 -0.168884  0.039
H22 3.011113 0.642050 -5.231516  0.116
H23 2.346005 2.254392 -5.239529  0.082
H24 1.131082 -0.093269 -6.223501  0.072
H25 0.289882 1.450093 -5.966401  0.043
H26 0.281917 0.213042 -4.724802  0.057
H27 4.045986 0.184926 -3.245420  0.123
H28 3.014459 0.055040 -1.816347  0.071
H29 2.790922 -1.492673 -4.403266  0.047
H30 1.361567 -1.181395 -3.411836  0.071
H31 2.718731 -2.052788 -2.720151  0.080
H32 -0.034390 3.163531 4.564048  0.185
H33 -2.021712 3.022971 5.011139  0.072
H34 -4.154599 3.615561 4.154480  0.094
H35 -2.850345 4.329478 3.262557  0.119
H36 -3.643148 3.337164 1.271163  0.060
H37 -5.109709 3.146148 2.186851  0.083
H38 -4.022763 1.788338 2.061681  0.050
H39 -1.193526 2.993948 1.129232  -0.085
H40 -1.769894 -0.909337 3.249216  0.089
H41 -2.898030 0.136465 2.437184  0.056
H42 -0.924726 -1.499210 0.803767  0.096
H43 -2.422927 -0.708992 0.289743  0.099
H44 -3.707023 -2.229815 1.757327  0.119
H45 -2.793654 -3.010213 0.486615  0.115
H46 -2.369143 -3.190061 3.454773  0.125
H47 -2.289648 -4.435628 2.231741  0.095
H48 -0.302614 -5.195818 3.058625  0.083
H49 -0.216576 -3.919380 4.287339  0.085
H50 1.095971 -4.109327 3.094992  0.089
C27 -0.790504 1.122352 8.403799  -0.032
C28 -1.131405 1.463324 9.837902  -0.492
O4 -0.296346 1.907969 10.586931  0.074
C29 -2.552928 1.218763 10.277725  -0.015
H51 0.260400 1.342424 8.224334  0.071
H52 -0.972944 0.063382 8.213446  0.086
H53 -1.403462 1.713917 7.720820  0.045
H54 -2.804507 0.163161 10.163017  0.088
H55 -3.240505 1.808323 9.668580  0.085
H56 -2.664960 1.502178 11.320834  0.086
C30 -3.510225 -7.210122 -0.124206  -0.017
C31 -2.517305 -7.525465 0.967822  -0.486
O5 -2.142205 -6.673467 1.743542  0.054
C32 -2.017028 -8.942949 1.047286  -0.026
H57 -3.791854 -6.160616 -0.074575  0.075
H58 -3.069640 -7.418728 -1.100150  0.087
H59 -4.402009 -7.827301 -0.007075  0.088
H60 -1.517834 -9.219400 0.118465  0.079
H61 -2.852211 -9.625447 1.211742  0.092
H62 -1.311194 -9.041823 1.866843  0.085
C33 0.688850 4.271590 -9.178256  -0.015
C34 0.632396 2.763510 -9.163974  -0.491
O6 1.020083 2.124538 -8.214428  0.065
C35 0.064182 2.091682 -10.390360  -0.018
H63 1.112097 4.629962 -8.243066  0.082
H64 1.306606 4.615326 -10.009306  0.087
H65 -0.314810 4.682420 -9.299063  0.079
H66 0.657596 2.351337 -11.268294  0.086
H67 -0.962648 2.421763 -10.555373  0.078
H68 0.076552 1.013185 -10.253992  0.081
C36 -4.107551 2.817429 -4.444904  -0.015
C37 -2.756228 2.160021 -4.319324  -0.491
O7 -2.257522 1.559892 -5.240359  0.074
C38 -2.055343 2.291449 -2.985373  -0.037
H69 -4.503229 2.653820 -5.444498  0.060
H70 -4.802870 2.399770 -3.714711  0.086
H71 -4.019902 3.891316 -4.269785  0.091
H72 -2.670863 1.840902 -2.202484  0.069
H73 -1.896730 3.346069 -2.753956  0.079
H74 -1.089638 1.789482 -3.020727  0.060
C39 2.680703 -4.071713 -7.927166  -0.021
C40 2.406892 -3.739114 -6.481773  -0.498
O8 3.268697 -3.299063 -5.756950  0.056
C41 1.002188 -3.977120 -5.981932  -0.019
H75 3.720064 -3.855300 -8.160519  0.083
H76 2.482211 -5.128492 -8.112003  0.086
H77 2.034348 -3.478243 -8.575676  0.087
H78 0.739636 -5.030315 -6.092595  0.085
H79 0.294028 -3.379495 -6.558220  0.088
H80 0.935957 -3.698199 -4.932774  0.074
C42 -1.729938 -12.497374 -0.905221  -0.020
C43 -0.736291 -12.741854 0.206129  -0.501
O9 -0.388517 -11.861317 0.957581  0.065
C44 -0.197800 -14.145464 0.332257  -0.023
H81 -2.044759 -11.456855 -0.895053  0.063
H82 -1.275258 -12.726056 -1.870081  0.087
H83 -2.603149 -13.137849 -0.773324  0.088
H84 0.313002 -14.434587 -0.587437  0.086
H85 -1.015439 -14.845758 0.509503  0.087
H86 0.502390 -14.193632 1.162163  0.082
C45 1.807214 9.934523 -3.731161  -0.027
C46 1.172280 8.643821 -4.192896  -0.507
O10 0.240098 8.637637 -4.961066  0.068
C47 1.757085 7.362703 -3.648261  -0.047
H87 1.297704 10.777087 -4.191943  0.080
H88 1.735387 10.019886 -2.645688  0.082
H89 2.861405 9.954137 -4.011588  0.084
H90 1.678960 7.345055 -2.560132  0.083
H91 2.809296 7.281094 -3.924798  0.089
H92 1.216216 6.515232 -4.057997  0.032
C48 2.592138 1.786209 11.975863  -0.032
C49 3.840405 2.632944 11.972271  -0.507
O11 4.885688 2.236823 12.428525  0.071
C50 3.719403 4.011171 11.362295  -0.026
H93 2.808163 0.827187 12.441553  0.083
H94 1.799029 2.286196 12.531604  0.084
H95 2.244421 1.624084 10.956664  0.064
H96 2.970808 4.593903 11.900953  0.084
H97 3.411475 3.931699 10.318245  0.079
H98 4.678895 4.519637 11.417405  0.080
C51 -5.989091 5.076946 -9.267598  -0.024
C52 -5.442811 4.042870 -8.313710  -0.501
O12 -6.124499 3.567888 -7.436492  0.066
C53 -4.001444 3.630894 -8.508927  -0.021
H99 -7.027599 5.285494 -9.023507  0.082
H100 -5.409178 5.998148 -9.192850  0.086
H101 -5.927014 4.709870 -10.293170  0.085
H102 -3.348678 4.499728 -8.405722  0.084
H103 -3.867658 3.211186 -9.507517  0.083
H104 -3.723895 2.884567 -7.767369  0.069

Cartesian forces (eV/Å) of the 6 atoms listed first:
-0.208 -0.196 0.104
0.179 -0.242 0.750
0.499 -0.047 -0.287
-0.728 0.132 -0.404
0.577 -0.368 0.062
-0.098 -0.196 0.002

---

DFT (the ωB97M-V functional and the def2-TZVPD basis) results for 7 unconnected molecules or ions with the total composition C53H105N7O5.

* HOMO: -8.35 eV
* total charge: 0
* energy relative to the best compared isomer or geometry (same formula, charge and spin): 16.9 kcal per mole
* SMILES: CC1(C)CCCC(C)(C)N1O.CC1(C)CCCC(C)(C)N1O.CC1(C)CCCC(C)(C)N1O.CC1(C)CCCC(C)(C)N1O.CC1(C)CCCC(C)(C)N1O.c1cc[nH]c1.c1cc[nH]c1
* electronic energy: -2841.5983 hartree
* gap between HOMO and LUMO: 0.326 Eh
* largest force on an atom: 3.10 eV Å⁻¹

Last column: Löwdin charge in e.
Cartesian coordinates (Å):
C1 -0.921121 3.189723 6.797428  0.012
C2 -1.661162 2.835828 5.385018  -0.481
C3 -3.048542 3.429662 5.386830  -0.050
C4 -0.905584 3.396971 4.234428  -0.164
C5 0.317753 2.599218 3.810481  -0.160
C6 -0.129717 1.177596 3.554929  -0.142
C7 -0.788822 0.498126 4.761839  -0.503
C8 -1.411683 -0.832272 4.384084  -0.028
C9 0.264114 0.264504 5.882907  -0.008
N1 -1.915995 1.355612 5.119175  -0.106
O1 -2.604885 0.863785 6.219309  -0.033
H1 0.041312 2.708167 6.977358  0.054
H2 -0.736502 4.267570 6.704378  0.076
H3 -1.612675 2.977415 7.591943  0.064
H4 -3.620562 2.994929 6.217420  0.084
H5 -3.020556 4.491247 5.390311  0.075
H6 -3.589613 3.153569 4.456372  0.101
H7 -1.594919 3.356842 3.390071  0.119
H8 -0.679122 4.456768 4.521505  0.136
H9 0.718769 3.041530 2.902255  0.098
H10 1.091553 2.616009 4.586998  0.113
H11 0.728653 0.691131 3.195635  0.091
H12 -0.817285 1.148679 2.715427  0.108
H13 -0.685319 -1.632361 4.275347  0.071
H14 -2.014063 -0.729517 3.472976  0.082
H15 -2.124887 -1.112025 5.205226  0.097
H16 0.978253 -0.469991 5.588654  0.048
H17 -0.315243 -0.140742 6.727565  0.097
H18 0.841299 1.147680 6.156269  0.057
H19 -3.489726 0.821406 5.870807  0.101
C10 -4.124677 -2.622144 -1.572094  -0.054
C11 -4.270857 -3.587140 -0.395281  -0.490
C12 -5.586244 -3.247547 0.300390  -0.032
C13 -4.302958 -5.010477 -0.968883  -0.176
C14 -4.062379 -6.052602 0.047728  -0.201
C15 -2.753941 -5.746373 0.674028  -0.174
C16 -2.617753 -4.433988 1.398291  -0.570
C17 -3.476706 -4.408120 2.682639  -0.009
C18 -1.188939 -4.252729 1.789764  -0.047
N2 -2.958413 -3.422738 0.402638  -0.021
O2 -2.937554 -2.036272 0.953335  -0.062
H20 -4.072521 -1.582960 -1.160625  0.089
H21 -3.320608 -2.995076 -2.167849  0.066
H22 -4.952795 -2.757037 -2.266109  0.083
H23 -5.463625 -2.229530 0.707629  0.088
H24 -6.393081 -3.126532 -0.398356  0.075
H25 -5.900502 -3.961435 1.086876  0.081
H26 -5.229076 -5.164186 -1.551276  0.130
H27 -3.540097 -5.120460 -1.801308  0.136
H28 -4.918910 -6.056709 0.691687  0.100
H29 -3.885443 -7.085985 -0.418030  0.147
H30 -1.951481 -5.882711 -0.088001  0.140
H31 -2.429469 -6.456219 1.400169  0.113
H32 -4.459556 -4.814998 2.511240  0.056
H33 -3.618353 -3.354459 3.010030  0.093
H34 -2.978320 -4.997248 3.450919  0.082
H35 -0.516807 -4.316847 0.934828  0.083
H36 -0.953206 -5.018660 2.569339  0.101
H37 -1.035873 -3.265019 2.297785  0.077
H38 -2.063727 -1.687771 0.701052  0.063
C19 1.552724 4.881754 -1.853921  -0.038
C20 2.695632 4.071622 -1.221093  -0.502
C21 3.721174 5.099529 -0.848485  -0.040
C22 2.134996 3.314232 0.060464  -0.126
C23 3.198545 2.443417 0.572918  -0.191
C24 3.485957 1.329765 -0.431185  -0.102
C25 4.004366 1.913150 -1.792065  -0.484
C26 5.517739 2.400132 -1.708234  -0.005
C27 3.955026 0.895535 -2.921371  -0.032
N3 3.084978 2.985858 -2.165478  -0.055
O3 3.536128 3.655532 -3.383492  -0.016
H39 1.047188 5.436322 -1.082731  0.081
H40 1.813789 5.432176 -2.794108  0.102
H41 0.753902 4.240465 -2.192754  0.057
H42 3.170185 5.750681 -0.144851  0.103
H43 4.643653 4.806645 -0.429151  0.055
H44 3.856906 5.751410 -1.747062  0.100
H45 1.937638 4.136541 0.800241  0.132
H46 1.261864 2.750143 -0.183262  0.082
H47 4.136752 2.954412 0.731275  0.101
H48 2.959793 1.955900 1.521872  0.101
H49 2.546035 0.748038 -0.568924  0.102
H50 4.213134 0.603983 -0.188104  0.096
H51 5.819138 2.985205 -2.558342  0.069
H52 6.207006 1.588020 -1.499141  0.081
H53 5.497637 3.070049 -0.813945  0.059
H54 4.340726 -0.075721 -2.774039  0.072
H55 4.386462 1.269199 -3.820621  0.071
H56 2.874741 0.789722 -3.067524  0.075
H57 4.009383 4.387958 -3.072534  0.028
C28 -1.795938 -0.439083 -8.175940  -0.033
C29 -1.508871 0.459921 -6.935029  -0.534
C30 -0.401046 -0.125700 -6.121156  -0.054
C31 -1.065229 1.857864 -7.497214  -0.122
C32 -2.234988 2.645166 -8.070385  -0.181
C33 -3.306880 2.768705 -7.004335  -0.110
C34 -3.815098 1.318436 -6.651258  -0.432
C35 -4.853332 1.340322 -5.473527  -0.032
C36 -4.532838 0.574635 -7.872113  -0.035
N4 -2.661896 0.584504 -6.043989  -0.097
O4 -3.101972 -0.767968 -5.865094  -0.056
H58 -2.015375 -1.496434 -7.926675  0.093
H59 -2.539823 -0.056935 -8.881979  0.061
H60 -0.821754 -0.540433 -8.641197  0.079
H61 -0.200643 0.434626 -5.144883  0.091
H62 -0.742025 -1.153645 -5.720099  0.107
H63 0.554602 -0.180219 -6.640520  0.085
H64 -0.629546 2.414644 -6.671181  0.117
H65 -0.267424 1.693664 -8.180695  0.107
H66 -1.788738 3.595486 -8.321155  0.105
H67 -2.631780 2.195827 -9.004706  0.110
H68 -4.217277 3.215678 -7.295274  0.099
H69 -2.932267 3.323372 -6.114373  0.128
H70 -5.672141 1.975718 -5.737628  0.069
H71 -4.372159 1.682890 -4.541203  0.063
H72 -5.226539 0.309728 -5.351864  0.082
H73 -5.646024 0.531026 -7.768445  0.087
H74 -4.327005 -0.486286 -8.030406  0.070
H75 -4.410943 1.073642 -8.823954  0.062
H76 -2.972146 -1.022002 -4.947738  0.096
C37 2.550030 -2.712003 3.224154  -0.015
C38 3.919014 -2.286690 2.616522  -0.502
C39 4.056405 -2.746752 1.134740  -0.010
C40 4.006645 -0.781297 2.703004  -0.161
C41 4.192591 -0.260785 4.098509  -0.170
C42 5.425731 -0.952689 4.709735  -0.120
C43 5.451891 -2.500301 4.671785  -0.524
C44 6.859944 -2.997675 4.846929  -0.045
C45 4.417496 -3.103023 5.677089  0.000
N5 5.131156 -2.804813 3.273532  -0.097
O5 5.244125 -4.236831 3.101430  -0.018
H77 2.529068 -3.793758 3.348973  0.080
H78 2.137000 -2.180219 4.089382  0.067
H79 1.740000 -2.583381 2.529753  0.049
H80 5.134146 -2.537254 0.922316  0.103
H81 3.963169 -3.852891 1.103275  0.084
H82 3.338445 -2.274339 0.456448  0.068
H83 4.981779 -0.526439 2.187380  0.142
H84 3.203658 -0.309918 2.132036  0.104
H85 4.425586 0.800392 4.042847  0.109
H86 3.323741 -0.271707 4.764461  0.094
H87 5.565830 -0.848996 5.761306  0.108
H88 6.331339 -0.584476 4.230142  0.117
H89 7.460011 -2.464819 4.058245  0.102
H90 7.040387 -4.071274 4.725297  0.081
H91 7.244235 -2.692827 5.864750  0.102
H92 3.510179 -2.467659 5.666978  0.073
H93 4.818525 -3.319979 6.642653  0.075
H94 4.027323 -4.041748 5.346342  0.060
H95 4.392329 -4.507791 3.373452  0.039
C46 -2.028583 3.502452 -2.740105  -0.092
C47 -2.239621 3.409639 -1.368979  -0.139
C48 -2.655479 2.187166 -0.995190  -0.121
N6 -2.672222 1.473727 -2.177976  0.021
C49 -2.290791 2.252874 -3.198554  -0.185
H96 -1.754418 4.365472 -3.288888  0.092
H97 -2.014201 4.164542 -0.657983  0.090
H98 -3.056934 1.697113 -0.150351  0.106
H99 -2.905169 0.512853 -2.362387  0.140
H100 -2.088222 1.772320 -4.134034  0.085
C50 0.350647 -0.849433 0.402663  -0.114
C51 0.634155 -1.640338 -0.764646  -0.083
C52 0.543336 -0.766958 -1.829127  -0.166
N7 0.224077 0.449517 -1.399329  0.027
C53 0.083206 0.445398 -0.018358  -0.135
H101 0.425528 -1.186610 1.398073  0.057
H102 0.975119 -2.690352 -0.859265  0.106
H103 0.832794 -0.928630 -2.820823  0.094
H104 -0.055312 1.206601 -2.032161  0.146
H105 -0.285643 1.362679 0.418122  0.095

Cartesian forces (eV/Å) of the 6 atoms listed first:
-0.698 0.066 -2.150
0.550 -1.657 1.577
-0.829 -1.050 -0.258
0.557 0.991 -0.343
-0.522 0.398 0.667
-0.614 0.484 0.028